Computed, not measured: one molecule with the formula C16H30O5S in a non-equilibrium geometry, with ωB97M-V with the def2-TZVPD basis set.

frontier orbital gap	10.6	eV
energy above the lowest of the compared OMol25 structures with the same formula, charge and spin	82.04	kcal/mol
highest occupied orbital energy	-10.104	eV
largest force on an atom	4.8	eV Å⁻¹
SMILES	CCCCC[C@@]1(CCC)OS(=O)(=O)O[C@]1(CC=O)CC(C)C

Atoms and positions in Å:
1 C 5.10 -0.24 2.59
2 C 4.77 -0.07 1.01
3 C 3.46 0.82 0.77
4 C 2.46 -0.03 -0.17
5 C 1.66 0.88 -1.23
6 C 0.05 0.85 -1.03
7 C -0.16 1.68 0.32
8 C -1.10 2.98 0.19
9 C -2.26 2.96 1.33
10 O -0.37 1.47 -2.30
11 S -1.88 0.96 -2.86
12 O -3.08 1.64 -2.25
13 O -2.06 0.98 -4.34
14 O -1.79 -0.54 -2.10
15 C -0.65 -0.61 -1.16
16 C 0.24 -1.76 -1.87
17 C -0.61 -2.92 -2.55
18 O 0.04 -3.79 -3.18
19 C -1.16 -1.34 0.16
20 C -2.68 -1.02 0.57
21 C -3.76 -2.00 -0.15
22 C -2.84 -1.32 2.17
23 H 6.19 -0.55 2.66
24 H 4.85 0.70 3.19
25 H 4.49 -1.14 2.94
26 H 4.71 -1.12 0.58
27 H 5.65 0.45 0.47
28 H 2.90 1.07 1.74
29 H 3.67 1.81 0.21
30 H 3.05 -0.81 -0.77
31 H 1.66 -0.60 0.42
32 H 2.01 1.98 -1.22
33 H 1.87 0.53 -2.31
34 H -0.55 1.08 1.20
35 H 0.87 2.06 0.64
36 H -0.46 3.90 0.45
37 H -1.62 3.09 -0.81
38 H -1.99 3.65 2.20
39 H -3.21 3.38 0.83
40 H -2.48 1.90 1.69
41 H 0.99 -1.36 -2.62
42 H 0.86 -2.23 -1.02
43 H -1.74 -3.05 -2.47
44 H -0.51 -1.03 1.06
45 H -1.08 -2.49 0.12
46 H -2.91 0.09 0.41
47 H -3.16 -2.90 -0.53
48 H -4.62 -2.28 0.53
49 H -4.13 -1.43 -1.08
50 H -1.84 -1.35 2.70
51 H -3.30 -2.36 2.26
52 H -3.58 -0.58 2.62